Record 1
Entry from OMol25: a 8-piece molecular cluster, C10H33F3N12O9 overall at a distorted geometry (ωB97M-V with the def2-TZVPD basis set).

The geometry in XYZ format:
```
67
Properties=species:S:1:pos:R:3:nbo_charge:R:1
O 0.570 0.258 -0.183 -0.767
H 0.342 1.094 0.230 0.569
H 0.198 -0.467 0.325 0.577
H 0.394 0.161 -1.122 0.592
C -1.905 -0.731 -3.612 0.292
O -2.343 -0.046 -2.418 -0.583
O -0.500 -0.644 -3.518 -0.964
C -2.658 -2.075 -3.858 0.914
F -2.038 -2.818 -4.739 -0.317
F -2.982 -2.760 -2.753 -0.353
F -3.806 -1.853 -4.337 -0.324
C -3.620 0.641 -2.441 -0.074
C -3.562 1.569 -1.207 -0.640
H -3.639 1.053 -0.249 0.214
H -2.621 2.073 -1.427 0.211
H -4.203 2.450 -1.169 0.209
H -4.362 -0.156 -2.477 0.168
H -3.811 1.228 -3.340 0.167
H -2.184 -0.112 -4.465 0.110
C 1.984 -4.902 1.475 0.739
O 2.032 -4.499 2.607 -0.674
N 2.377 -4.237 0.439 -0.826
N 1.466 -6.008 1.126 -0.818
H 2.539 -4.629 -0.478 0.382
H 2.968 -3.436 0.612 0.399
H 1.064 -6.456 1.937 0.405
H 1.251 -6.265 0.173 0.394
C 0.875 0.132 6.421 0.738
O 1.143 -0.693 7.280 -0.674
N 1.018 1.422 6.595 -0.828
N 0.806 -0.179 5.162 -0.827
H 0.957 1.765 7.543 0.414
H 0.862 1.865 5.701 0.383
H 0.818 -1.160 4.922 0.415
H 0.433 0.437 4.454 0.380
C -1.179 3.935 3.160 0.764
O -0.813 2.925 2.644 -0.684
N -0.343 4.822 3.675 -0.851
N -2.366 4.375 3.496 -0.823
H -0.568 5.620 4.252 0.389
H 0.579 4.711 3.277 0.398
H -2.274 5.314 3.857 0.392
H -3.136 3.721 3.490 0.416
C 5.375 0.699 -0.782 0.740
O 4.839 0.158 0.182 -0.676
N 6.585 0.974 -0.867 -0.822
N 4.836 0.804 -1.970 -0.825
H 6.970 1.703 -1.451 0.388
H 7.217 0.593 -0.178 0.412
H 4.154 0.133 -2.294 0.414
H 5.588 1.142 -2.554 0.371
C -3.041 -2.835 1.738 0.754
O -2.068 -2.008 1.740 -0.733
N -4.040 -2.690 0.980 -0.829
N -3.120 -3.990 2.283 -0.804
H -3.636 -2.296 0.143 0.414
H -4.923 -3.172 0.886 0.398
H -2.403 -4.077 2.989 0.395
H -3.854 -4.683 2.310 0.404
C 1.477 3.350 -5.770 0.758
O 1.889 4.457 -6.180 -0.672
N 1.528 2.215 -6.413 -0.814
N 1.214 3.000 -4.501 -0.858
H 1.743 2.095 -7.392 0.397
H 1.313 1.365 -5.912 0.393
H 1.720 3.535 -3.810 0.391
H 0.877 2.085 -4.237 0.402
```

For the relative energy (zero: lowest compared OMol25 entry of this formula, charge and spin), the calculation gives 1020.56 kJ/mol. The net charge is 0. The calculation puts the highest occupied orbital energy at -7.183 eV. As for the total energy: -2034.53949 a.u. The HOMO-LUMO gap is 6.644 eV.



Record 2
Entry from OMol25: C10H34BBaF4N6O6 as an isolated structure at a distorted geometry (ωB97M-V with the def2-TZVPD basis set).

The geometry in XYZ format:
```
62
Properties=species:S:1:pos:R:3:nbo_charge:R:1
Ba 8.156 -22.221 -7.221 1.841
B 5.200 -24.475 -7.622 1.338
F 4.398 -24.576 -6.483 -0.573
F 6.564 -24.445 -7.184 -0.605
F 4.961 -25.575 -8.392 -0.546
F 4.849 -23.308 -8.287 -0.581
C 10.850 -20.920 -9.553 0.774
O 10.444 -21.539 -8.643 -0.716
N 12.147 -20.796 -9.701 -0.811
N 10.191 -20.417 -10.597 -0.841
H 12.533 -20.211 -10.429 0.383
H 12.728 -20.926 -8.886 0.409
H 10.724 -19.980 -11.335 0.406
H 9.186 -20.509 -10.575 0.412
C 7.577 -22.965 -10.819 0.767
O 7.949 -23.388 -9.718 -0.736
N 6.748 -21.991 -11.023 -0.818
N 8.228 -23.264 -11.896 -0.795
H 6.485 -21.817 -11.982 0.393
H 6.184 -21.683 -10.244 0.415
H 7.841 -22.827 -12.720 0.369
H 9.001 -23.897 -12.045 0.427
C 11.463 -24.069 -6.103 -0.605
C 10.543 -25.287 -6.227 -0.070
C 10.092 -26.035 -4.999 -0.082
O 8.975 -26.856 -5.390 -0.561
C 8.391 -27.638 -4.358 -0.237
N 9.474 -24.905 -7.082 -0.903
H 12.344 -24.405 -5.557 0.215
H 10.905 -23.354 -5.498 0.178
H 11.552 -23.632 -7.098 0.228
H 11.106 -25.986 -6.846 0.169
H 9.723 -25.279 -4.307 0.155
H 10.954 -26.606 -4.651 0.198
H 9.185 -28.213 -3.882 0.173
H 7.676 -28.352 -4.766 0.213
H 7.917 -26.957 -3.650 0.168
H 8.850 -25.491 -6.546 0.408
H 9.601 -25.391 -7.958 0.383
C 4.580 -19.583 -5.464 -0.622
C 5.771 -20.556 -5.499 -0.107
C 5.804 -21.544 -4.414 -0.061
O 6.995 -22.443 -4.682 -0.609
C 7.106 -23.513 -3.867 -0.270
N 5.677 -21.173 -6.805 -0.905
H 4.636 -18.963 -4.570 0.214
H 3.585 -19.953 -5.217 0.233
H 4.553 -18.908 -6.319 0.209
H 6.584 -19.843 -5.365 0.201
H 4.903 -22.139 -4.261 0.217
H 6.009 -21.019 -3.481 0.194
H 6.501 -24.303 -4.311 0.202
H 6.711 -23.398 -2.858 0.179
H 8.073 -24.003 -3.757 0.183
H 4.911 -21.808 -6.976 0.431
H 5.509 -20.458 -7.499 0.343
O 9.502 -20.811 -5.468 -0.981
H 9.685 -20.839 -4.529 0.505
H 10.071 -20.119 -5.803 0.493
O 7.681 -19.837 -8.566 -0.971
H 6.806 -19.535 -8.810 0.489
H 8.272 -19.177 -8.928 0.496
```

For the relative energy (zero: lowest compared OMol25 entry of this formula, charge and spin), the calculation gives 199.75 kJ/mol. The net charge is +1. The calculation puts the highest occupied orbital energy at -11.941 eV. As for the total energy: -1631.35715 a.u. The HOMO-LUMO gap is 8.904 eV.



Record 3
Entry from OMol25: C10H34BO5S5Sn as an isolated structure at a distorted geometry (ωB97M-V with the def2-TZVPD basis set).

The geometry in XYZ format:
```
56
Properties=species:S:1:pos:R:3:nbo_charge:R:1
Sn -1.571 -2.088 -2.523 1.657
B 0.174 -0.296 -1.037 -0.870
H -0.964 -0.396 -0.673 -0.048
H 0.764 0.261 -0.189 0.068
H 0.713 -1.343 -1.208 -0.013
H 0.192 0.370 -2.012 -0.004
C -2.095 2.154 -3.725 -0.836
S -3.588 1.126 -3.763 1.282
O -3.112 -0.308 -3.848 -1.050
C -4.039 1.473 -2.032 -0.811
H -2.236 3.192 -4.023 0.261
H -1.375 1.767 -4.449 0.259
H -1.614 2.121 -2.747 0.242
H -5.096 1.284 -1.858 0.250
H -3.979 2.564 -1.961 0.240
H -3.371 1.049 -1.287 0.249
C 1.967 2.785 -1.604 -0.833
S 3.240 2.748 -2.894 1.257
O 2.960 4.072 -3.536 -0.981
C 4.631 3.057 -1.812 -0.847
H 0.965 2.619 -1.990 0.230
H 1.978 3.809 -1.224 0.238
H 2.096 2.155 -0.723 0.225
H 4.752 2.289 -1.049 0.223
H 4.648 4.043 -1.344 0.246
H 5.511 3.106 -2.456 0.245
C -5.288 -1.832 1.326 -0.821
S -3.591 -1.761 0.732 1.265
O -3.753 -1.526 -0.761 -1.037
C -2.979 -0.296 1.526 -0.853
H -5.772 -2.793 1.180 0.263
H -5.896 -1.199 0.670 0.249
H -5.299 -1.378 2.314 0.245
H -2.146 0.064 0.923 0.270
H -2.609 -0.588 2.509 0.251
H -3.682 0.529 1.646 0.241
C -0.157 -2.533 2.132 -0.850
S -0.314 -4.030 1.138 1.279
O -1.133 -3.628 -0.073 -1.070
C 1.333 -4.015 0.404 -0.822
H 0.008 -1.665 1.489 0.246
H 0.775 -2.619 2.700 0.287
H -1.006 -2.355 2.785 0.232
H 1.339 -4.878 -0.260 0.244
H 2.093 -4.220 1.164 0.244
H 1.632 -3.091 -0.085 0.248
C 4.273 0.262 4.328 -0.838
S 3.724 -1.046 3.194 1.244
O 2.528 -1.667 3.845 -1.007
C 2.917 0.117 2.022 -0.802
H 4.831 1.067 3.843 0.234
H 4.873 -0.140 5.140 0.247
H 3.416 0.826 4.701 0.239
H 2.067 0.568 2.525 0.238
H 2.567 -0.571 1.254 0.229
H 3.698 0.782 1.660 0.224
```

The net charge is +1. The calculation puts the highest occupied orbital energy at -10.862 eV. As for the total energy: -3007.22272 a.u. The HOMO-LUMO gap is 6.549 eV.



Record 4
Entry from OMol25: a 6-piece molecular cluster, C10H34NO7 overall at a distorted geometry (ωB97M-V with the def2-TZVPD basis set).

The geometry in XYZ format:
```
52
Properties=species:S:1:pos:R:3:nbo_charge:R:1
N 0.151 -0.441 0.630 -0.930
H 0.774 -1.048 0.083 0.450
H 0.302 -0.671 1.626 0.463
H -0.843 -0.666 0.459 0.467
H 0.378 0.568 0.529 0.455
C 2.090 -0.062 -2.633 -0.633
C 2.713 -1.358 -2.151 -0.065
O 2.504 -1.484 -0.744 -0.766
H 2.188 0.070 -3.709 0.231
H 2.572 0.824 -2.203 0.207
H 1.049 0.035 -2.323 0.203
H 3.775 -1.402 -2.389 0.182
H 2.185 -2.157 -2.679 0.168
H 3.219 -1.985 -0.344 0.492
C 2.455 2.892 1.930 -0.642
C 2.143 2.438 0.540 -0.080
O 0.700 2.322 0.357 -0.764
H 2.022 2.254 2.700 0.213
H 2.095 3.906 2.118 0.217
H 3.527 2.906 2.146 0.226
H 2.618 1.479 0.317 0.183
H 2.509 3.123 -0.230 0.181
H 0.433 3.227 0.163 0.492
C -2.145 3.338 -2.529 -0.638
C -1.644 1.910 -2.562 -0.069
O -2.688 0.970 -2.792 -0.760
H -2.525 3.587 -3.524 0.210
H -1.309 4.012 -2.322 0.212
H -2.943 3.549 -1.820 0.222
H -1.148 1.677 -1.619 0.175
H -0.885 1.764 -3.337 0.168
H -3.031 1.029 -3.687 0.487
C -2.686 -2.379 -0.876 -0.103
C -3.412 -1.307 -0.097 -0.095
O -2.690 -0.075 0.002 -0.751
O -1.449 -2.710 -0.241 -0.764
H -2.467 -2.074 -1.907 0.179
H -3.360 -3.240 -0.955 0.184
H -3.600 -1.667 0.917 0.182
H -4.396 -1.107 -0.526 0.196
H -2.903 0.403 -0.816 0.504
H -1.206 -3.601 -0.506 0.489
C 0.069 -2.528 3.298 -0.095
C 1.079 -1.662 4.025 -0.094
O 1.456 -0.519 3.224 -0.752
O -1.025 -1.776 2.775 -0.736
H -0.302 -3.279 4.001 0.193
H 0.541 -3.057 2.460 0.160
H 1.970 -2.268 4.201 0.186
H 0.625 -1.310 4.954 0.186
H 2.093 -0.065 3.788 0.488
H -1.579 -2.387 2.280 0.487
```

For the relative energy (zero: lowest compared OMol25 entry of this formula, charge and spin), the calculation gives 0.00 kJ/mol. The net charge is +1. The calculation puts the highest occupied orbital energy at -13.240 eV. As for the total energy: -982.59755 a.u. The HOMO-LUMO gap is 11.120 eV.